Entry from OMol25: a 2-piece molecular cluster, C4H6N3 overall (ωB97M-V/def2-TZVPD).

Output
Relative energy (zero: lowest compared OMol25 entry of this formula, charge and spin) = 441.4 kJ/mol
Largest force on an atom = 5.240 eV Å⁻¹
Kohn-Sham gap = 9.29 eV
Total charge = +1
Electronic energy = -319.8635 Eh

Element x y z (Å)
C  0.62709  -1.15256  -0.97790
C  -3.30258  0.94681  0.10518
C  1.40840  0.47535  0.70635
C  1.51726  -0.11790  -0.47166
N  -0.25275  -1.59062  -0.27676
N  -2.44774  0.20570  0.25963
N  -1.07499  -2.00996  0.39461
H  1.02535  -1.52665  -1.86701
H  -4.04039  1.80001  0.17831
H  0.63661  0.22326  1.45951
H  2.16860  1.26507  0.97882
H  2.13686  0.27506  -1.11279
H  -1.92585  -1.30653  0.29126

Cartesian forces (eV/Å) of the 2 atoms listed first:
3.44 2.22 -0.14
-0.98 1.93 0.82